# Cl6F3O24Sr2

A structure of composition Cl6F3O24Sr2 (ωB97M-V/def2-TZVPD, the OMol25 dataset).

```
! wB97M-V def2-TZVPD RIJCOSX def2/J DEFGRID3
* xyz -5 1
Sr 1.51 2.47 0.61
Sr -0.90 -1.75 -0.02
F 1.80 4.89 0.62
F 0.40 0.18 0.78
F -2.62 -1.73 -1.96
Cl -4.12 0.12 0.72
O -3.88 1.03 -0.40
O -4.95 -0.96 0.25
O -2.87 -0.35 1.16
O -4.73 0.88 1.79
Cl 0.47 2.24 -2.59
O 0.35 3.49 -1.94
O -0.64 1.42 -2.16
O 0.52 2.26 -4.06
O 1.66 1.66 -2.05
Cl -1.44 3.73 2.43
O -2.75 3.66 3.05
O -1.09 5.10 2.25
O -0.34 3.06 3.09
O -1.60 3.09 1.15
Cl 1.20 -1.95 -3.99
O 0.79 -1.05 -5.01
O 0.67 -1.61 -2.66
O 0.64 -3.22 -4.37
O 2.63 -2.04 -3.83
Cl 3.80 -0.89 1.07
O 3.13 -1.19 2.30
O 5.18 -1.09 1.48
O 3.47 -1.92 0.02
O 3.65 0.50 0.70
Cl -0.01 -3.94 2.35
O 0.84 -3.69 1.26
O -0.51 -5.26 2.01
O 0.80 -4.09 3.54
O -1.10 -3.03 2.41
*
```

**HOMO**: 3.2760 eV
**Orbital gap**: 6.66 eV

***

# Cl6HfO24

A structure of composition Cl6HfO24 (ωB97M-V/def2-TZVPD, the OMol25 dataset).

```
! wB97M-V def2-TZVPD RIJCOSX def2/J DEFGRID3
* xyz -2 1
Hf 19.40 8.07 0.06
Cl 18.90 7.36 -3.52
O 20.33 7.06 -3.90
O 18.09 6.17 -3.79
O 18.88 7.73 -2.10
O 18.38 8.51 -4.38
Cl 20.06 4.73 -0.96
O 21.43 5.17 -1.38
O 20.06 3.56 0.03
O 19.57 6.10 -0.30
O 19.19 4.51 -2.13
Cl 17.93 9.86 2.97
O 17.22 8.73 3.69
O 18.57 9.20 1.71
O 16.92 10.82 2.59
O 19.05 10.43 3.74
Cl 19.14 5.88 3.46
O 17.87 6.18 4.15
O 20.34 6.16 4.23
O 19.18 4.48 3.08
O 19.01 6.82 2.19
Cl 19.99 10.88 -2.41
O 21.12 11.02 -3.35
O 18.73 10.61 -3.17
O 20.16 9.95 -1.22
O 19.79 12.28 -1.87
Cl 22.19 8.44 0.34
O 23.17 7.35 0.63
O 22.82 9.80 -0.02
O 21.38 7.96 -0.82
O 21.05 8.51 1.35
*
```

**HOMO**: -4.9035 eV
**Orbital gap**: 8.45 eV

***

# Cl6O24Pb2

A structure of composition Cl6O24Pb2 (ωB97M-V/def2-TZVPD, the OMol25 dataset).

```
! wB97M-V def2-TZVPD RIJCOSX def2/J DEFGRID3
* xyz -2 1
Pb -2.67 8.43 15.25
Pb -0.35 9.53 10.97
Cl 0.93 6.39 12.60
O 0.07 7.56 12.65
O 0.17 5.31 13.19
O 0.93 6.00 11.19
O 2.29 6.57 13.12
Cl -1.66 11.52 14.16
O -1.79 12.66 13.38
O -0.84 11.42 15.31
O -2.86 11.07 14.45
O -1.10 10.47 13.39
Cl -3.88 7.52 11.70
O -3.12 6.70 12.60
O -3.08 8.49 10.95
O -4.70 6.69 10.88
O -4.64 8.44 12.49
Cl -3.89 4.77 15.83
O -3.08 5.98 15.59
O -5.27 5.25 16.05
O -3.67 4.01 14.69
O -3.35 4.02 16.98
Cl -1.60 8.77 18.94
O -1.92 10.19 19.34
O -1.30 7.76 19.83
O -2.69 8.19 18.22
O -0.39 8.90 18.12
Cl -5.95 9.83 17.61
O -5.83 10.94 18.46
O -4.83 9.48 16.81
O -6.16 8.74 18.44
O -7.23 9.89 16.89
*
```

**HOMO**: -3.4142 eV
**Orbital gap**: 3.37 eV

***

# Cl6Si3

A cluster of 2 separate species, Cl6Si3 in total (ωB97M-V/def2-TZVPD, the OMol25 dataset).

```
! wB97M-V def2-TZVPD RIJCOSX def2/J DEFGRID3
* xyz 0 1
Si 4.02 0.77 0.62
Si 0.17 0.02 -0.19
Si -2.18 -0.47 0.07
Cl 5.31 -0.70 0.77
Cl 0.44 2.06 -0.45
Cl -3.30 -1.71 -1.08
Cl 0.51 -0.78 -2.08
Cl -2.41 -0.91 2.00
Cl -3.13 1.45 0.06
*
```

**HOMO (alpha / beta)**: -7.1445 / -8.4877 eV
**Orbital gap (alpha / beta)**: 4.73 / 7.15 eV

***

# ClF3Li4

A structure of composition ClF3Li4 (ωB97M-V/def2-TZVPD, the OMol25 dataset).

```
! wB97M-V def2-TZVPD RIJCOSX def2/J DEFGRID3
* xyz 0 1
Li 0.87 0.41 1.49
Li -1.96 -0.56 0.61
Li 0.97 1.58 -0.76
Li 0.13 -0.45 -0.15
Cl -0.63 -1.69 -1.37
F 1.56 0.15 -0.13
F -0.51 1.14 -1.06
F -0.43 -0.59 1.38
*
```

**HOMO**: -8.2306 eV
**Orbital gap**: 7.29 eV

***

# ClFH2S

A cluster of 2 separate species, ClFH2S in total (ωB97M-V/def2-TZVPD, the OMol25 dataset).

```
! wB97M-V def2-TZVPD RIJCOSX def2/J DEFGRID3
* xyz 0 1
F 0.38 -1.11 1.33
Cl -0.76 -0.23 2.10
S -0.05 0.06 -1.59
H -0.58 1.18 -1.08
H 1.01 0.10 -0.76
*
```

**HOMO**: -9.6901 eV
**Orbital gap**: 8.67 eV
**SMILES**: FCl.S

***

# ClFN2O2

A structure of composition ClFN2O2 (ωB97M-V/def2-TZVPD, the OMol25 dataset).

```
! wB97M-V def2-TZVPD RIJCOSX def2/J DEFGRID3
* xyz 0 1
N -0.39 -0.90 0.09
N 0.03 0.87 0.37
O -0.86 1.54 0.09
O 1.17 0.97 0.69
F -1.08 -0.91 -1.13
Cl 1.13 -1.57 -0.12
*
```

**HOMO (alpha / beta)**: -10.3666 / -10.3671 eV
**Orbital gap (alpha / beta)**: 9.86 / 9.86 eV

***

# ClFN2O3

A cluster of 3 separate species, ClFN2O3 in total (ωB97M-V/def2-TZVPD, the OMol25 dataset).

```
! wB97M-V def2-TZVPD RIJCOSX def2/J DEFGRID3
* xyz 0 1
N 0.18 0.52 1.15
N -0.99 -0.56 -0.41
O -0.19 -1.23 -0.89
O -2.03 -0.56 0.09
O 1.23 0.87 1.02
F -0.72 1.13 -0.72
Cl 2.53 -0.17 -0.24
*
```

**HOMO (alpha / beta)**: -10.0226 / -10.5204 eV
**Orbital gap (alpha / beta)**: 7.92 / 8.55 eV

***

# ClH16O8

A cluster of 9 separate species, ClH16O8 in total (ωB97M-V/def2-TZVPD, the OMol25 dataset).

```
! wB97M-V def2-TZVPD RIJCOSX def2/J DEFGRID3
* xyz -1 1
Cl -0.09 0.08 0.12
O 2.84 0.43 1.81
H 2.12 0.25 1.20
H 3.32 -0.40 1.87
O 1.10 2.82 -1.31
H 2.05 2.69 -1.25
H 0.75 2.36 -0.55
O 0.23 -2.79 1.99
H 1.03 -3.17 1.61
H 0.01 -2.07 1.40
O -0.41 -2.48 -2.22
H -0.89 -1.84 -2.75
H -0.34 -2.08 -1.36
O 2.84 -1.28 -1.27
H 3.14 -0.72 -1.99
H 2.04 -0.85 -0.96
O -1.66 2.83 0.61
H -1.19 2.00 0.59
H -2.16 2.85 -0.20
O -2.06 -0.67 2.65
H -2.11 -1.35 1.99
H -1.64 0.07 2.20
O -2.80 1.42 -1.57
H -3.74 1.23 -1.49
H -2.37 0.69 -1.12
*
```

**HOMO**: -6.7777 eV
**Orbital gap**: 9.84 eV

***

# ClH20O10

A cluster of 11 separate species, ClH20O10 in total (ωB97M-V/def2-TZVPD, the OMol25 dataset).

```
! wB97M-V def2-TZVPD RIJCOSX def2/J DEFGRID3
* xyz -1 1
Cl -0.14 -0.06 -0.04
O -2.81 1.45 0.41
H -2.17 0.73 0.38
H -3.60 1.16 -0.11
O 2.16 0.44 -2.34
H 2.17 -0.05 -1.51
H 2.92 0.97 -2.30
O 1.10 -2.57 1.87
H 0.59 -1.93 1.38
H 0.79 -2.38 2.75
O 1.55 2.76 -0.47
H 1.34 1.91 -0.88
H 0.96 2.83 0.34
O 0.30 -2.18 -2.66
H 0.74 -1.59 -2.07
H 0.92 -2.94 -2.78
O -1.74 -1.88 2.25
H -2.06 -1.78 3.12
H -1.14 -1.17 2.06
O -0.10 2.87 1.59
H -0.83 3.42 1.30
H -0.56 2.03 1.46
O -1.18 -2.85 -0.43
H -1.10 -2.97 -1.36
H -1.01 -1.95 -0.31
O -1.13 0.66 -2.94
H -1.10 1.59 -2.90
H -0.77 0.32 -2.11
O 1.95 0.99 2.45
H 1.22 1.01 1.88
H 2.72 1.16 1.96
*
```

**HOMO**: -6.8418 eV
**Orbital gap**: 9.95 eV

***

# ClH2MgO

A structure of composition ClH2MgO (ωB97M-V/def2-TZVPD, the OMol25 dataset).

```
! wB97M-V def2-TZVPD RIJCOSX def2/J DEFGRID3
* xyz 1 1
Mg 2.52 1.16 2.13
Cl 0.55 0.19 1.37
O -1.03 -0.67 -1.49
H -1.52 0.14 -1.31
H -0.51 -0.83 -0.70
*
```

**HOMO**: -13.7955 eV
**Orbital gap**: 5.23 eV

***

# ClH2NO2P

A cluster of 2 separate species, ClH2NO2P in total (ωB97M-V/def2-TZVPD, the OMol25 dataset).

```
! wB97M-V def2-TZVPD RIJCOSX def2/J DEFGRID3
* xyz -1 1
N -1.01 -0.49 -0.07
O 0.78 -0.52 1.87
O 0.35 2.33 -0.47
P 0.52 -0.11 0.49
Cl 1.78 -1.05 -0.85
H -1.47 0.41 0.23
H -0.95 -0.57 -1.19
*
```

**HOMO (alpha / beta)**: -4.0228 / -3.3583 eV
**Orbital gap (alpha / beta)**: 7.31 / 7.08 eV

***

# ClH2NO2S

A cluster of 2 separate species, ClH2NO2S in total (ωB97M-V/def2-TZVPD, the OMol25 dataset).

```
! wB97M-V def2-TZVPD RIJCOSX def2/J DEFGRID3
* xyz 0 1
N -0.33 -0.40 -0.14
O 0.70 0.46 0.02
O -3.13 -1.66 -0.33
S -2.73 -0.60 0.51
Cl -3.82 1.13 -0.19
H 1.31 0.20 0.78
H -0.62 -0.43 -1.11
*
```

**HOMO (alpha / beta)**: -8.8440 / -9.7674 eV
**Orbital gap (alpha / beta)**: 8.43 / 8.71 eV

***

# ClH2NO2Si

An isolated molecule of ClH2NO2Si (ωB97M-V/def2-TZVPD, the OMol25 dataset).

```
! wB97M-V def2-TZVPD RIJCOSX def2/J DEFGRID3
* xyz 0 1
O -0.17 1.96 0.51
N 0.12 1.05 -0.26
O 0.58 1.21 -1.38
Si -0.01 -0.69 0.32
Cl -1.50 -1.54 -0.92
H 1.08 -1.57 -0.06
H -0.10 -0.41 1.77
*
```

**HOMO**: -11.1861 eV
**Orbital gap**: 10.51 eV
**SMILES**: O=[N+]([O-])[SiH2]Cl

***

# ClH2NO2Si

An isolated molecule of ClH2NO2Si (ωB97M-V/def2-TZVPD, the OMol25 dataset).

```
! wB97M-V def2-TZVPD RIJCOSX def2/J DEFGRID3
* xyz 0 1
O -2.85 -0.03 -1.63
N -1.78 0.07 -1.09
O -0.81 0.66 -1.57
Si -1.27 -0.76 0.49
Cl -1.00 1.20 1.83
H -2.35 -1.49 1.15
H -0.04 -1.34 -0.15
*
```

**HOMO**: -11.1772 eV
**Orbital gap**: 10.17 eV
**SMILES**: O=[N+]([O-])[SiH2]Cl

***

# ClH2NOS

A cluster of 2 separate species, ClH2NOS in total (ωB97M-V/def2-TZVPD, the OMol25 dataset).

```
! wB97M-V def2-TZVPD RIJCOSX def2/J DEFGRID3
* xyz 0 1
N 1.57 0.20 -0.43
O -1.85 1.02 0.70
S -1.59 0.16 -0.43
Cl -2.08 -1.73 0.07
H 2.13 0.88 -0.09
H 1.81 -0.52 0.18
*
```

**HOMO (alpha / beta)**: -11.3015 / -8.8896 eV
**Orbital gap (alpha / beta)**: 10.19 / 7.75 eV

***

# ClH2O2PS2

A cluster of 2 separate species, ClH2O2PS2 in total (ωB97M-V/def2-TZVPD, the OMol25 dataset).

```
! wB97M-V def2-TZVPD RIJCOSX def2/J DEFGRID3
* xyz 0 1
O -3.39 0.78 0.60
O -1.06 0.63 -0.15
P 1.21 -0.27 -0.08
S 0.56 -1.98 -0.32
S -2.41 0.10 -0.15
Cl 3.18 -0.16 0.24
H 0.73 0.24 0.95
H 1.17 0.67 -1.09
*
```

**HOMO**: -9.3736 eV
**Orbital gap**: 7.77 eV

***

# ClH2OP

A cluster of 2 separate species, ClH2OP in total (ωB97M-V/def2-TZVPD, the OMol25 dataset).

```
! wB97M-V def2-TZVPD RIJCOSX def2/J DEFGRID3
* xyz 0 1
O -0.17 0.28 -1.11
P 0.54 0.63 0.14
Cl -1.64 -1.65 -1.15
H 1.53 -0.19 0.73
H -0.26 0.93 1.40
*
```

**HOMO (alpha / beta)**: -9.6202 / -11.0488 eV
**Orbital gap (alpha / beta)**: 7.06 / 9.00 eV

***

# ClH2OP

A cluster of 2 separate species, ClH2OP in total (ωB97M-V/def2-TZVPD, the OMol25 dataset).

```
! wB97M-V def2-TZVPD RIJCOSX def2/J DEFGRID3
* xyz 0 1
O -0.75 0.27 -0.24
P -0.01 -1.09 -0.09
H 1.14 -0.76 0.84
Cl -3.25 0.30 -0.15
H -2.19 0.61 -0.09
*
```

**HOMO**: -10.3830 eV
**Orbital gap**: 8.41 eV
**SMILES**: O=P.Cl

***

# ClH2OP

A cluster of 2 separate species, ClH2OP in total (ωB97M-V/def2-TZVPD, the OMol25 dataset).

```
! wB97M-V def2-TZVPD RIJCOSX def2/J DEFGRID3
* xyz 0 1
O -0.47 -0.15 -0.39
P -0.49 1.27 -0.09
H -2.08 1.39 0.35
Cl 2.08 -1.56 0.38
H 0.95 -0.96 -0.25
*
```

**HOMO**: -10.5079 eV
**Orbital gap**: 8.68 eV
**SMILES**: O=P.Cl